(1)
The following is a DFT calculation (ωB97M-V with the def2-TZVPD basis set) of a cluster of 8 separate species, C42H78F2N10O9S3 in total.

SMILES: CCN(CC)C(=S)SCCCc1c(S)c(CCF)c(N)c2c1C(=O)N(C[C@H](C)F)C2=O.CN(C)C=O.CN(C)C=O.CN(C)C=O.CN(C)C=O.CN(C)C=O.CN(C)C=O.CN(C)C=O
E_HOMO: -0.30007 Ha

The geometry in XYZ format:
```
144
Properties=species:S:1:pos:R:3:mulliken_charge:R:1
C -2.38 -1.71 -3.15 -0.31
C -1.21 -1.44 -4.11 -1.07
N -1.56 -0.55 -5.22 0.06
C -0.46 -0.45 -6.20 -0.01
C -0.18 -1.76 -6.93 -1.39
C -1.90 0.75 -4.79 -0.42
S -2.97 1.62 -5.67 -0.26
S -1.15 1.41 -3.35 0.08
C -1.41 3.20 -3.50 -0.93
C -0.97 3.90 -2.21 -0.70
C 0.03 5.07 -2.43 -1.88
C 1.40 4.60 -2.01 -0.27
C 2.34 4.06 -2.86 1.03
S 1.93 3.87 -4.60 -0.04
C 3.57 3.61 -2.43 0.01
C 4.54 3.00 -3.41 -1.73
C 4.09 1.57 -3.68 -0.02
F 4.76 1.00 -4.73 -0.33
C 3.91 3.70 -1.08 -0.74
N 5.14 3.26 -0.55 -0.32
C 2.98 4.24 -0.26 1.38
C 1.76 4.69 -0.70 0.91
C 1.01 5.25 0.46 -0.49
O 0.01 5.94 0.47 -0.60
N 1.69 4.82 1.67 0.43
C 0.82 3.71 2.18 -0.66
C 1.51 2.62 2.94 0.66
C 2.37 3.08 4.11 -1.37
F 2.21 1.75 2.09 -0.37
C 3.00 4.48 1.25 -0.48
O 4.01 4.42 1.91 -0.51
H -1.97 -1.88 -2.17 -0.18
H -2.89 -2.61 -3.46 -0.01
H -3.11 -0.91 -3.16 0.58
H -0.92 -2.40 -4.53 0.66
H -0.34 -1.08 -3.55 0.34
H -0.75 0.30 -6.93 0.48
H 0.46 -0.09 -5.73 0.05
H 0.11 -1.60 -7.96 0.37
H -1.03 -2.44 -6.89 0.33
H 0.63 -2.28 -6.42 0.35
H -2.46 3.38 -3.68 0.68
H -0.81 3.51 -4.34 0.41
H -1.82 4.23 -1.61 0.51
H -0.44 3.18 -1.59 0.21
H -0.24 5.93 -1.83 0.43
H 0.05 5.36 -3.48 0.87
H 2.02 5.12 -5.09 0.17
H 5.55 2.97 -3.02 0.46
H 4.51 3.59 -4.32 0.48
H 3.02 1.56 -3.90 0.12
H 4.21 0.99 -2.75 0.31
H 5.89 3.32 -1.23 0.34
H 5.05 2.30 -0.24 0.30
H 0.21 3.30 1.37 0.23
H 0.11 4.16 2.88 0.40
H 0.72 2.01 3.37 0.19
H 3.19 2.37 4.20 0.31
H 2.74 4.09 3.99 0.36
H 1.78 2.98 5.02 0.38
C 1.06 -2.54 5.80 -0.79
N 0.40 -1.54 4.98 0.26
C -0.22 -1.93 3.72 -0.99
C 0.34 -0.25 5.33 0.03
O -0.21 0.62 4.68 -0.70
H 1.87 -3.00 5.23 0.34
H 0.34 -3.30 6.09 0.34
H 1.47 -2.07 6.70 0.17
H 0.24 -1.38 2.90 0.27
H -1.28 -1.69 3.74 0.23
H -0.10 -3.00 3.56 0.46
H 0.85 -0.04 6.29 0.39
C 1.87 -3.07 11.86 -0.92
N 2.37 -2.89 10.51 0.12
C 3.40 -3.79 10.01 -0.92
C 1.91 -1.93 9.70 0.15
O 2.29 -1.74 8.56 -0.66
H 2.68 -2.96 12.57 0.34
H 1.43 -4.07 11.97 0.34
H 1.10 -2.33 12.08 0.29
H 4.28 -3.22 9.73 0.29
H 3.03 -4.31 9.13 0.28
H 3.66 -4.51 10.78 0.38
H 1.13 -1.30 10.17 0.28
C -4.77 -2.78 0.64 -0.87
N -3.33 -2.67 0.77 0.38
C -2.69 -1.41 0.45 -0.92
C -2.57 -3.69 1.18 0.07
O -1.36 -3.66 1.28 -0.59
H -5.07 -2.58 -0.39 0.33
H -5.26 -2.05 1.30 0.34
H -5.10 -3.78 0.92 0.30
H -1.97 -1.56 -0.35 0.22
H -2.16 -1.03 1.32 0.23
H -3.44 -0.68 0.13 0.45
H -3.15 -4.60 1.41 0.28
C -6.48 -5.33 -4.76 -0.87
N -6.42 -4.26 -3.78 0.21
C -7.62 -3.50 -3.49 -1.01
C -5.29 -3.94 -3.13 0.09
O -5.19 -3.05 -2.29 -0.72
H -6.78 -4.92 -5.73 0.31
H -7.20 -6.08 -4.45 0.37
H -5.50 -5.80 -4.87 0.28
H -7.46 -2.45 -3.70 0.31
H -7.87 -3.60 -2.43 0.30
H -8.45 -3.88 -4.09 0.36
H -4.43 -4.57 -3.42 0.32
C 7.32 0.51 3.01 -0.87
N 7.69 0.66 1.61 0.08
C 8.66 -0.25 1.03 -0.95
C 7.17 1.63 0.84 0.36
O 7.44 1.80 -0.33 -0.68
H 8.20 0.61 3.64 0.35
H 6.89 -0.48 3.17 0.35
H 6.59 1.26 3.29 0.25
H 9.52 0.31 0.66 0.30
H 8.21 -0.78 0.19 0.30
H 8.99 -0.97 1.78 0.38
H 6.45 2.27 1.38 0.17
C 3.04 7.92 -0.08 -0.75
N 4.15 8.69 0.45 0.15
C 5.06 8.06 1.40 -0.89
C 4.37 9.97 0.10 0.11
O 5.28 10.66 0.52 -0.60
H 2.40 7.59 0.74 0.30
H 3.43 7.05 -0.61 0.27
H 2.45 8.52 -0.77 0.26
H 5.06 8.61 2.34 0.33
H 6.08 8.07 0.99 0.31
H 4.76 7.03 1.58 0.26
H 3.62 10.35 -0.62 0.27
C -10.82 -9.77 -4.29 -0.92
N -9.84 -8.70 -4.35 0.09
C -10.07 -7.48 -3.58 -0.88
C -8.72 -8.79 -5.09 0.14
O -7.87 -7.92 -5.17 -0.57
H -11.79 -9.41 -4.64 0.33
H -10.93 -10.11 -3.26 0.33
H -10.51 -10.60 -4.91 0.30
H -10.11 -6.63 -4.26 0.27
H -9.25 -7.33 -2.88 0.28
H -11.01 -7.56 -3.04 0.37
H -8.64 -9.75 -5.63 0.23
```



(2)
The following is a DFT calculation (ωB97M-V with the def2-TZVPD basis set) of a cluster of 12 separate species, C42H78N12O9 in total.

SMILES: CNC(C)=O.CNC(C)=O.CNC(C)=O.CNC(C)=O.CNC(C)=O.CNC(C)=O.CNC(C)=O.CNC(C)=O.CNC(C)=O.c1ccncc1.c1ccncc1.c1ccncc1
E_HOMO: -0.33892 Ha
Energy above the lowest of the compared OMol25 structures with the same formula, charge and spin: 0.484 eV

The geometry in XYZ format:
```
141
Properties=species:S:1:pos:R:3:mulliken_charge:R:1
C 2.35 6.01 3.21 -0.89
N 1.87 4.94 4.11 -0.13
C 0.76 4.15 3.77 0.34
C 0.18 4.30 2.39 -0.28
O 0.40 3.30 4.57 -0.68
H 2.67 6.82 3.83 0.40
H 1.52 6.43 2.66 0.31
H 3.14 5.68 2.56 0.20
H 2.10 5.03 5.08 0.29
H 0.90 4.32 1.58 0.11
H -0.42 5.22 2.37 0.61
H -0.52 3.47 2.24 -0.33
C 2.42 0.65 2.50 -0.37
N 3.83 0.25 2.57 -0.01
C 4.79 0.93 1.86 0.52
C 6.22 0.55 2.12 -1.51
O 4.49 1.87 1.15 -0.48
H 1.90 0.03 3.28 0.25
H 1.93 0.43 1.53 -0.19
H 2.35 1.65 2.82 0.12
H 4.15 -0.56 3.12 0.29
H 6.33 0.79 3.15 0.45
H 6.85 1.23 1.52 0.31
H 6.64 -0.41 1.94 0.39
C -4.19 -3.42 0.08 -1.44
N -3.04 -4.09 0.67 0.28
C -2.90 -5.43 0.45 0.78
C -1.68 -6.05 1.08 -1.00
O -3.78 -6.09 -0.13 -0.73
H -5.02 -3.68 0.70 0.43
H -4.41 -3.70 -0.93 0.42
H -3.98 -2.38 0.12 0.48
H -2.33 -3.55 1.18 0.17
H -2.07 -6.60 1.99 0.33
H -0.90 -5.37 1.41 0.05
H -1.17 -6.80 0.50 0.37
C -3.51 2.03 2.41 0.04
N -4.59 1.45 3.19 0.12
C -5.90 1.76 2.98 0.71
C -6.18 2.85 2.00 -0.91
O -6.81 1.22 3.65 -0.71
H -2.67 1.30 2.46 -0.36
H -3.15 3.04 2.77 0.17
H -3.67 1.91 1.30 -0.01
H -4.39 0.87 3.97 0.22
H -5.89 2.51 1.00 0.04
H -5.70 3.83 2.19 0.35
H -7.26 3.03 1.93 0.33
C 4.71 6.41 0.05 -1.08
N 4.12 5.12 -0.07 0.03
C 3.20 4.83 -1.04 0.31
C 2.81 3.36 -1.12 -0.24
O 2.60 5.65 -1.66 -0.66
H 4.06 7.21 -0.28 0.35
H 5.60 6.42 -0.59 0.38
H 5.02 6.67 1.06 0.33
H 4.50 4.29 0.31 0.14
H 2.22 3.31 -1.99 0.41
H 2.19 2.98 -0.25 -0.08
H 3.62 2.61 -1.17 0.18
C -4.46 -0.54 -2.97 -0.82
N -5.45 -0.63 -1.94 -0.10
C -5.66 0.32 -1.00 0.82
C -6.73 0.20 0.06 -1.35
O -4.92 1.31 -1.00 -0.64
H -4.72 -1.23 -3.76 0.42
H -3.45 -0.70 -2.57 0.16
H -4.41 0.48 -3.43 0.20
H -5.85 -1.52 -1.76 0.25
H -7.65 -0.31 -0.25 0.43
H -7.05 1.18 0.28 0.38
H -6.40 -0.26 1.00 0.26
C 0.45 -1.02 -6.01 -0.26
N -0.25 0.23 -6.01 -0.17
C -0.92 0.69 -4.97 0.66
C -1.18 2.10 -5.01 -1.33
O -1.15 0.05 -3.96 -0.48
H 0.92 -1.08 -5.00 -0.39
H 1.32 -0.91 -6.70 0.32
H -0.16 -1.91 -6.17 0.30
H 0.07 0.91 -6.69 0.24
H -2.12 2.36 -4.55 0.30
H -1.16 2.45 -6.03 0.46
H -0.35 2.62 -4.55 0.24
C -0.30 0.05 4.97 -1.10
N -0.86 -0.43 3.69 0.73
C -1.36 -1.71 3.44 0.54
C -1.78 -2.49 4.65 -1.74
O -1.35 -2.18 2.32 -0.28
H 0.30 0.93 4.70 0.31
H 0.23 -0.78 5.46 0.33
H -1.09 0.36 5.64 0.30
H -0.55 -0.04 2.79 -0.36
H -2.25 -1.85 5.38 0.41
H -0.98 -3.04 5.09 0.33
H -2.47 -3.23 4.25 0.43
C -0.69 -0.92 -0.60 0.81
N -0.83 0.45 -0.97 1.42
C -0.72 1.53 -0.16 0.08
C -1.13 2.86 -0.90 -0.98
O -0.47 1.46 1.06 0.05
H -1.27 -1.21 0.26 -0.07
H 0.35 -1.24 -0.32 -0.38
H -0.98 -1.53 -1.47 -0.72
H -1.26 0.52 -1.91 -0.32
H -0.57 3.66 -0.39 0.14
H -2.18 2.96 -0.62 0.19
H -0.91 2.78 -1.95 0.21
C -0.74 -4.37 -2.35 -0.59
C -0.07 -3.37 -3.09 0.24
C 1.22 -3.63 -3.50 -0.37
N 1.88 -4.74 -3.19 -0.53
C 1.21 -5.68 -2.55 -0.52
C -0.11 -5.55 -2.10 -0.37
H -1.78 -4.17 -2.11 0.61
H -0.63 -2.50 -3.48 0.27
H 1.78 -2.89 -4.06 0.40
H 1.73 -6.66 -2.49 0.35
H -0.57 -6.35 -1.51 0.46
C 2.80 -3.16 -0.11 0.41
C 3.81 -4.12 -0.50 -0.47
C 3.77 -5.31 0.20 -0.48
N 2.92 -5.67 1.21 -0.64
C 2.04 -4.75 1.51 -0.55
C 1.93 -3.46 0.92 -0.03
H 2.73 -2.22 -0.65 0.00
H 4.48 -3.88 -1.34 0.40
H 4.48 -6.09 -0.04 0.37
H 1.46 -5.02 2.36 0.52
H 1.08 -2.89 1.24 0.29
C 4.70 -0.31 -2.08 -0.50
C 3.37 -0.19 -1.74 0.21
C 2.47 0.19 -2.74 -0.25
N 2.76 0.38 -4.03 -0.42
C 4.09 0.27 -4.33 -0.59
C 5.08 -0.10 -3.41 -0.64
H 5.42 -0.52 -1.28 0.47
H 2.97 -0.23 -0.74 0.27
H 1.43 0.41 -2.44 0.78
H 4.29 0.51 -5.39 0.41
H 6.11 -0.18 -3.79 0.37
```



Listing LUMO energy for the structures above in their given order: -0.0044 0.0122 Eh.
Listing frontier orbital gap for the structures above in their given order: 8.0 9.6 eV.
Listing energy for the structures above in their given order: -116088.0226 -81130.5337 eV.